No. 1
Here is a molecular structure, C42H46BrFIN4O3SiTi from the Open Molecules 2025 dataset. Energies are from the ωB97M-V functional and the def2-TZVPD basis.

Atoms and positions in Å:
1 Ti -1.681 -0.001 0.413
2 F 4.565 0.062 -2.244
3 C 4.240 -0.149 -0.961
4 C 2.921 -0.159 -0.635
5 C 2.521 -0.322 0.702
6 C 1.131 -0.327 1.060
7 O 0.249 -0.174 0.118
8 C 0.814 -0.475 2.422
9 C 1.848 -0.644 3.328
10 N 3.132 -0.680 2.999
11 C 4.136 -0.841 4.049
12 C 3.872 -1.797 5.169
13 C 4.901 -2.130 4.132
14 C 3.518 -0.497 1.675
15 C 4.870 -0.498 1.316
16 C 5.276 -0.318 -0.002
17 N 6.619 -0.317 -0.350
18 C 7.086 -0.407 -1.739
19 C 8.589 -0.690 -1.754
20 N 8.924 -1.581 -0.594
21 C 8.757 -0.845 0.718
22 C 7.639 0.188 0.558
23 C -0.553 -0.429 3.046
24 O -0.715 -0.507 4.223
25 O -1.593 -0.263 2.195
26 H 2.186 -0.019 -1.415
27 H 1.610 -0.749 4.378
28 H 4.641 0.091 4.271
29 H 2.960 -2.376 5.151
30 H 4.195 -1.493 6.153
31 H 4.640 -2.905 3.424
32 H 5.947 -2.076 4.401
33 H 5.602 -0.676 2.086
34 H 6.915 0.507 -2.311
35 H 6.560 -1.217 -2.240
36 H 9.193 0.207 -1.638
37 H 8.882 -1.186 -2.677
38 H 9.877 -1.941 -0.676
39 H 8.304 -2.392 -0.609
40 H 9.708 -0.370 0.952
41 H 8.535 -1.592 1.477
42 H 8.044 1.129 0.173
43 H 7.222 0.417 1.533
44 C -3.467 -0.636 -0.245
45 Si -4.336 0.972 -0.782
46 C -3.331 2.271 0.236
47 N -1.847 2.042 0.175
48 C -1.094 2.813 1.215
49 C -0.949 4.280 0.844
50 C -0.295 4.444 -0.546
51 C -0.031 3.091 -1.208
52 C -1.311 2.277 -1.217
53 C -6.092 1.144 -0.239
54 C -6.426 1.271 1.114
55 C -7.747 1.396 1.508
56 C -8.756 1.391 0.553
57 C -8.444 1.254 -0.791
58 C -7.120 1.128 -1.186
59 C -4.056 1.232 -2.600
60 C -3.422 0.297 -3.419
61 C -3.233 0.544 -4.772
62 C -3.682 1.733 -5.327
63 C -4.322 2.675 -4.530
64 C -4.509 2.424 -3.179
65 H -3.578 -1.429 -0.982
66 H -3.895 -0.984 0.709
67 H -3.625 2.178 1.286
68 H -3.542 3.303 -0.057
69 H -0.109 2.350 1.320
70 H -1.627 2.679 2.156
71 H -0.349 4.755 1.620
72 H -1.923 4.767 0.883
73 H 0.632 5.011 -0.474
74 H -0.954 5.020 -1.198
75 H 0.773 2.543 -0.708
76 H 0.285 3.230 -2.243
77 H -1.186 1.309 -1.732
78 H -2.087 2.804 -1.773
79 H -5.655 1.267 1.879
80 H -7.993 1.498 2.557
81 H -9.788 1.491 0.860
82 H -9.231 1.246 -1.533
83 H -6.891 1.022 -2.240
84 H -3.072 -0.646 -3.008
85 H -2.749 -0.196 -5.396
86 H -3.545 1.924 -6.383
87 H -4.684 3.597 -4.965
88 H -5.028 3.162 -2.575
89 Br -1.607 -5.262 2.056
90 C -2.730 -5.099 0.549
91 C -3.836 -5.932 0.455
92 C -4.691 -5.831 -0.631
93 C -4.449 -4.901 -1.632
94 C -3.345 -4.070 -1.548
95 C -2.491 -4.173 -0.458
96 I -0.824 -2.905 -0.396
97 H -4.022 -6.656 1.236
98 H -5.549 -6.486 -0.693
99 H -5.113 -4.828 -2.482
100 H -3.139 -3.359 -2.337

Cartesian forces (eV/Å) of the 2 atoms listed first:
Ti -0.16 -0.46 0.07
F 0.00 0.00 0.01

HOMO level ... -14.66 eV
HOMO-LUMO gap ... 0.2392 Ha
Total charge ... +3
DFT total energy ... -6182.5693 hartree
Energy relative to the best compared isomer or geometry (same formula, charge and spin) ... 0.00 kJ/mol

These are the Mulliken partial charges, in e, on atoms 1 to 8: 0.110, -0.331, 0.159, -0.700, 0.616, 1.436, -0.501, 0.347


No. 2
Here is 9 unconnected molecules or ions with the total composition C42H46O22 in a non-equilibrium geometry from the Open Molecules 2025 dataset. Energies are from the ωB97M-V functional and the def2-TZVPD basis.

Atoms and positions in Å:
1 C 0.037 -1.560 -1.252
2 C -0.189 -2.571 -0.196
3 C 0.579 -2.527 0.938
4 C 1.526 -1.560 1.066
5 C 1.731 -0.568 0.077
6 C 0.942 -0.551 -1.035
7 O 1.135 0.398 -1.920
8 O 0.359 -3.385 1.962
9 H -0.767 -1.561 -1.974
10 H -1.047 -3.227 -0.177
11 H 2.097 -1.514 1.982
12 H 2.417 0.249 0.243
13 H 0.243 0.551 -2.240
14 H -0.204 -4.120 1.707
15 C 4.765 5.069 0.882
16 C 4.714 4.128 -0.153
17 C 3.529 4.084 -0.889
18 C 2.453 5.000 -0.554
19 C 2.662 5.996 0.438
20 C 3.824 6.008 1.166
21 O 4.163 7.030 2.020
22 O 3.430 3.068 -1.748
23 H 5.743 5.159 1.331
24 H 5.625 3.617 -0.426
25 H 1.577 4.970 -1.186
26 H 1.904 6.680 0.792
27 H 4.543 7.825 1.638
28 H 2.524 2.798 -1.912
29 C 4.783 0.245 -2.305
30 C 4.628 -0.630 -3.371
31 C 5.760 -1.107 -3.966
32 C 7.097 -0.707 -3.621
33 C 7.190 -0.053 -2.412
34 C 6.052 0.444 -1.814
35 O 6.193 1.315 -0.791
36 O 5.663 -2.076 -4.876
37 H 3.913 0.689 -1.845
38 H 3.696 -1.064 -3.700
39 H 7.913 -0.775 -4.325
40 H 8.232 0.103 -2.173
41 H 5.306 1.681 -0.786
42 H 4.987 -2.722 -5.095
43 C -6.265 0.635 -1.369
44 C -6.922 -0.570 -1.216
45 C -6.194 -1.749 -1.143
46 C -4.837 -1.810 -1.101
47 C -4.193 -0.544 -1.179
48 C -4.863 0.624 -1.442
49 O -4.251 1.882 -1.690
50 O -6.916 -2.903 -1.122
51 H -6.804 1.569 -1.313
52 H -8.002 -0.583 -1.193
53 H -4.471 -2.826 -1.082
54 H -3.191 -0.322 -0.840
55 H -3.311 1.855 -1.884
56 H -7.775 -2.661 -1.476
57 C 1.961 2.257 4.001
58 C 1.419 3.552 4.328
59 C 2.272 4.676 4.352
60 C 3.606 4.522 4.133
61 C 4.152 3.293 3.701
62 C 3.308 2.198 3.565
63 O 3.815 0.973 3.194
64 O 1.803 5.896 4.681
65 H 1.292 1.409 3.979
66 H 0.381 3.639 4.613
67 H 4.272 5.355 4.306
68 H 5.212 3.282 3.492
69 H 3.387 0.277 3.699
70 H 2.428 6.500 4.274
71 C 0.643 0.620 -5.734
72 C -0.567 1.069 -6.438
73 O -1.569 1.229 -5.418
74 C -0.861 1.449 -4.222
75 O -1.343 1.683 -3.110
76 O 0.457 1.132 -4.460
77 H 1.554 1.005 -6.191
78 H 0.869 -0.433 -5.563
79 H -0.910 0.324 -7.156
80 H -0.391 1.947 -7.059
81 C -2.194 -0.220 3.120
82 C -0.905 0.434 3.186
83 O -0.795 1.113 1.950
84 C -1.857 1.075 1.334
85 O -2.026 1.623 0.277
86 O -2.779 0.389 1.994
87 H -2.830 -0.245 4.005
88 H -2.003 -1.281 2.960
89 H -0.116 -0.280 3.425
90 H -0.932 1.077 4.066
91 C -4.293 -7.181 -0.480
92 C -4.402 -7.053 1.071
93 O -3.205 -6.255 1.238
94 C -2.251 -6.483 0.362
95 O -1.166 -5.973 0.342
96 O -2.846 -7.177 -0.641
97 H -4.852 -6.358 -0.925
98 H -4.814 -8.054 -0.873
99 H -4.489 -8.031 1.545
100 H -5.189 -6.311 1.208
101 C -4.297 -3.090 2.010
102 C -4.325 -3.827 3.255
103 O -4.887 -2.846 4.102
104 C -5.500 -1.900 3.383
105 O -6.423 -1.263 3.837
106 O -5.121 -1.977 2.158
107 H -4.721 -3.574 1.130
108 H -3.301 -2.744 1.732
109 H -3.377 -4.218 3.627
110 H -5.031 -4.654 3.182

Cartesian forces (eV/Å) of the 2 atoms listed first:
C -2.01 -2.85 2.95
C 0.26 2.47 -2.06

HOMO level (alpha / beta) ... -9.15 / -9.15 eV
HOMO-LUMO gap (alpha / beta) ... 0.2107 / 0.0883 Ha
Total charge ... +1
2S+1 ... 2
DFT total energy ... -3282.8973 hartree

These are the Mulliken partial charges, in e, on atoms 1 to 8: -0.392, -0.273, -0.092, -0.618, -0.220, 0.056, 0.060, -0.616


No. 3
Here is a molecular structure, C42H47AsN4OPb in a non-equilibrium geometry from the Open Molecules 2025 dataset. Energies are from the ωB97M-V functional and the def2-TZVPD basis.

Atoms and positions in Å:
1 Pb -0.137 0.234 -0.124
2 O 1.550 1.757 -0.085
3 C 2.403 2.015 -1.024
4 C 3.751 2.231 -0.646
5 C 4.696 2.661 -1.542
6 C 4.349 2.858 -2.876
7 C 3.061 2.596 -3.289
8 C 2.066 2.149 -2.410
9 C 0.774 1.785 -2.952
10 N -0.221 1.123 -2.351
11 C -1.191 0.920 -3.289
12 C -0.797 1.458 -4.472
13 N 0.427 2.001 -4.245
14 H 3.992 2.091 0.397
15 H 5.706 2.847 -1.214
16 H 5.086 3.199 -3.587
17 H 2.834 2.735 -4.334
18 H -2.098 0.407 -3.047
19 H -1.271 1.478 -5.429
20 H 0.971 2.491 -4.935
21 C -3.902 -0.442 -1.031
22 N -4.477 -0.833 0.265
23 C -5.761 -0.148 0.509
24 C -3.469 -0.640 1.367
25 C -3.068 0.795 1.584
26 C -3.865 1.547 2.450
27 C -3.527 2.844 2.779
28 C -2.400 3.416 2.218
29 C -1.628 2.687 1.326
30 C -1.929 1.365 1.010
31 H -4.621 -0.604 -1.832
32 H -3.011 -1.040 -1.226
33 H -3.630 0.613 -0.986
34 H -4.676 -1.838 0.236
35 H -5.611 0.931 0.515
36 H -6.180 -0.462 1.464
37 H -6.476 -0.403 -0.273
38 H -2.598 -1.253 1.120
39 H -3.911 -1.028 2.287
40 H -4.744 1.097 2.887
41 H -4.133 3.394 3.481
42 H -2.112 4.422 2.479
43 H -0.766 3.153 0.876
44 C -3.814 -0.468 5.763
45 C -2.742 -1.003 4.865
46 C -2.736 -2.338 4.474
47 C -1.744 -2.844 3.652
48 C -1.772 -4.294 3.261
49 C -0.718 -2.005 3.197
50 As 0.524 -2.899 1.948
51 N -0.210 -2.341 0.441
52 C -0.445 -3.095 -0.675
53 C -0.518 -4.498 -0.616
54 C -0.918 -5.244 -1.703
55 C -1.236 -4.633 -2.906
56 C -1.135 -3.255 -3.000
57 C -0.764 -2.503 -1.904
58 C 2.339 -2.255 2.292
59 C 3.205 -1.884 1.265
60 C 3.016 -2.346 -0.146
61 C 4.294 -1.088 1.595
62 C 4.587 -0.763 2.914
63 C 5.743 0.118 3.255
64 C 3.807 -1.324 3.925
65 C 2.698 -2.102 3.638
66 C 1.935 -2.773 4.738
67 C -0.693 -0.666 3.592
68 C 0.422 0.269 3.234
69 C -1.718 -0.187 4.404
70 H -4.273 -1.274 6.332
71 H -4.596 0.030 5.187
72 H -3.394 0.265 6.449
73 H -3.500 -3.005 4.846
74 H -2.635 -4.787 3.696
75 H -0.874 -4.802 3.628
76 H -1.817 -4.408 2.172
77 H -0.284 -4.978 0.331
78 H -0.977 -6.317 -1.611
79 H -1.549 -5.219 -3.755
80 H -1.336 -2.756 -3.936
81 H -0.655 -1.429 -2.004
82 H 2.289 -3.158 -0.199
83 H 3.963 -2.716 -0.533
84 H 2.700 -1.527 -0.792
85 H 4.945 -0.744 0.802
86 H 6.307 0.390 2.367
87 H 6.414 -0.374 3.957
88 H 5.379 1.026 3.735
89 H 4.082 -1.162 4.958
90 H 2.615 -3.061 5.536
91 H 1.443 -3.677 4.366
92 H 1.183 -2.110 5.169
93 H 0.984 -0.077 2.363
94 H 1.118 0.348 4.070
95 H 0.040 1.268 3.034
96 H -1.698 0.851 4.704

Cartesian forces (eV/Å) of the 2 atoms listed first:
Pb 0.32 0.63 0.27
O -1.68 -0.79 0.99

HOMO level (alpha / beta) ... -12.46 / -12.19 eV
HOMO-LUMO gap (alpha / beta) ... 0.1989 / 0.1695 Ha
Total charge ... +2
DFT total energy ... -4350.9542 hartree

These are the natural (NBO) partial charges, in e, on atoms 1 to 8: 1.713, -0.803, 0.353, -0.247, -0.164, -0.212, -0.178, -0.136


No. 4
Here is a molecular structure, C42H48BaN7O5P2 in a non-equilibrium geometry from the Open Molecules 2025 dataset. Energies are from the ωB97M-V functional and the def2-TZVPD basis.

Atoms and positions in Å:
1 Ba -22.617 -4.456 5.607
2 O -20.585 -8.305 7.748
3 C -21.296 -7.701 6.936
4 O -21.460 -6.441 6.840
5 C -22.008 -8.407 5.797
6 P -21.734 -7.502 4.155
7 C -22.685 -8.438 2.905
8 C -22.588 -7.847 1.645
9 C -23.412 -8.319 0.561
10 C -24.383 -9.243 0.837
11 C -24.428 -9.891 2.057
12 C -23.513 -9.515 3.080
13 C -19.987 -7.672 3.761
14 C -19.577 -8.379 2.641
15 C -18.232 -8.376 2.267
16 C -17.379 -7.577 2.980
17 C -17.767 -6.789 4.070
18 C -19.076 -6.882 4.477
19 H -23.089 -8.252 5.985
20 H -21.819 -9.477 5.843
21 H -21.965 -6.972 1.416
22 H -23.317 -7.724 -0.381
23 H -25.146 -9.500 0.089
24 H -25.235 -10.594 2.156
25 H -23.684 -9.945 4.074
26 H -20.340 -8.998 2.122
27 H -17.859 -8.887 1.371
28 H -16.342 -7.524 2.650
29 H -17.004 -6.146 4.473
30 H -19.456 -6.188 5.277
31 N -26.010 -6.523 2.303
32 C -24.927 -5.810 2.542
33 N -24.533 -5.956 3.800
34 C -25.522 -6.759 4.306
35 N -26.378 -7.141 3.430
36 C -25.599 -7.131 5.718
37 C -26.651 -7.946 6.147
38 N -26.773 -8.464 7.362
39 C -25.694 -8.141 8.142
40 C -24.712 -7.211 7.775
41 N -24.632 -6.691 6.520
42 H -26.610 -6.511 1.457
43 H -24.454 -5.156 1.873
44 H -27.410 -8.276 5.426
45 H -25.756 -8.508 9.168
46 H -23.933 -6.900 8.449
47 C -20.365 -3.449 9.282
48 C -19.415 -3.147 8.085
49 C -18.650 -4.374 7.673
50 P -20.455 -2.536 6.689
51 C -20.938 -0.878 7.375
52 C -20.120 0.380 7.224
53 C -22.333 -0.476 6.847
54 C -19.433 -2.175 5.260
55 C -18.081 -1.763 5.335
56 C -17.325 -1.377 4.277
57 C -15.868 -0.942 4.400
58 C -17.946 -1.421 3.032
59 C -19.263 -1.860 2.849
60 C -20.079 -2.152 3.987
61 N -21.369 -2.540 3.877
62 C -22.027 -2.751 2.675
63 C -23.276 -2.086 2.435
64 C -23.593 -0.772 3.173
65 C -24.102 -2.410 1.386
66 C -23.799 -3.433 0.493
67 C -24.802 -3.897 -0.581
68 C -22.615 -4.088 0.673
69 C -21.746 -3.780 1.753
70 C -20.459 -4.563 1.795
71 H -19.692 -3.558 10.150
72 H -20.794 -4.379 9.075
73 H -21.125 -2.663 9.599
74 H -18.693 -2.416 8.395
75 H -19.358 -5.159 7.364
76 H -18.073 -4.838 8.553
77 H -17.979 -4.187 6.801
78 H -21.049 -0.981 8.479
79 H -20.025 0.754 6.131
80 H -19.077 0.270 7.570
81 H -20.635 1.152 7.765
82 H -22.339 -0.333 5.754
83 H -22.590 0.527 7.275
84 H -23.143 -1.134 7.131
85 H -17.631 -1.749 6.336
86 H -15.334 -1.101 3.468
87 H -15.361 -1.617 5.086
88 H -15.729 0.055 4.698
89 H -17.416 -1.184 2.165
90 H -19.728 -1.805 1.924
91 H -24.635 -0.431 2.921
92 H -22.838 -0.004 3.026
93 H -23.514 -0.937 4.273
94 H -25.070 -1.874 1.260
95 H -24.972 -3.259 -1.407
96 H -25.724 -4.241 -0.110
97 H -24.442 -4.830 -0.998
98 H -22.213 -4.880 0.046
99 H -20.606 -5.479 1.270
100 H -20.155 -4.730 2.840
101 H -19.681 -4.016 1.243
102 O -23.928 -3.600 7.724
103 N -25.138 -3.191 7.365
104 O -25.364 -3.236 6.158
105 O -26.023 -2.883 8.197

Cartesian forces (eV/Å) of the 2 atoms listed first:
Ba -0.83 -0.56 -0.43
O -0.82 0.15 -0.48

HOMO level ... -4.27 eV
HOMO-LUMO gap ... 0.2281 Ha
Total charge ... -1
DFT total energy ... -3097.0166 hartree
Energy relative to the best compared isomer or geometry (same formula, charge and spin) ... 36.09 kJ/mol

These are the Mulliken partial charges, in e, on atoms 1 to 8: 1.239, -0.828, -0.618, -0.189, 0.294, 1.967, 0.211, -0.209